No. 1
Entry from the OMol25 dataset: a molecular structure, C8F24N4O16PbS8 (ωB97M-V/def2-TZVPD).

frontier orbital gap (alpha / beta)	3.0 / 8.3	eV
2S+1	2
charge	-3

Element x y z (Å)
Pb1 11.897 -6.627 7.649
C1 14.917 -5.545 3.772
F1 15.306 -6.513 4.524
F2 15.426 -4.352 4.155
F3 15.282 -5.807 2.490
S1 12.997 -5.441 3.970
O1 12.757 -5.491 5.406
O2 12.737 -4.108 3.493
N1 12.400 -6.742 2.955
S2 11.158 -7.268 3.649
O3 11.239 -7.622 5.089
O4 10.035 -6.376 3.339
C2 10.845 -8.918 2.719
F4 10.710 -8.546 1.430
F5 11.885 -9.761 2.895
F6 9.661 -9.440 3.128
C3 8.805 -3.241 7.393
F7 9.981 -2.970 8.021
F8 7.926 -3.755 8.193
F9 8.341 -2.170 6.732
S3 9.175 -4.568 6.005
O5 8.075 -4.618 5.074
O6 10.348 -3.931 5.454
N2 9.535 -5.948 7.027
S4 8.229 -6.774 6.911
O7 7.013 -6.035 7.183
O8 8.134 -7.511 5.626
C4 8.453 -8.098 8.277
F10 7.728 -9.165 8.023
F11 9.734 -8.443 8.252
F12 8.113 -7.707 9.485
C5 11.510 -11.127 6.435
F13 10.602 -10.259 5.867
F14 11.000 -11.660 7.563
F15 11.800 -12.093 5.557
S5 13.155 -10.118 6.764
O9 14.133 -11.120 7.063
O10 13.384 -9.442 5.466
N3 12.661 -9.014 8.023
S6 13.056 -9.751 9.358
O11 13.031 -11.218 9.458
O12 14.186 -8.995 9.900
C6 11.580 -9.196 10.499
F16 11.966 -9.299 11.750
F17 11.298 -7.880 10.217
F18 10.539 -10.025 10.357
C7 15.095 -3.839 8.234
F19 14.695 -3.869 6.976
F20 16.426 -3.717 8.217
F21 14.538 -2.775 8.888
S7 14.743 -5.513 9.120
O13 14.815 -6.522 8.095
O14 15.714 -5.675 10.232
N4 13.043 -5.344 9.344
S8 13.104 -5.168 10.888
O15 13.276 -6.463 11.530
O16 13.829 -4.085 11.537
C8 11.269 -4.516 11.287
F22 10.471 -5.491 10.852
F23 11.154 -4.297 12.572
F24 11.077 -3.427 10.535

***

No. 2
Entry from the OMol25 dataset: C8H10 in the gas phase (ωB97M-V/def2-TZVPD).

frontier orbital gap	9.7	eV
SMILES string	C=C1C(=C=CC)[C@H]1C

Element x y z (Å)
C1 2.599 -1.520 0.381
C2 1.673 -0.792 -0.157
C3 0.285 -0.447 -0.429
C4 -0.977 -0.735 -0.474
C5 -2.267 -0.636 -0.565
C6 -2.973 -0.179 0.702
C7 1.285 0.526 -0.833
C8 1.424 1.792 -0.091
H1 3.630 -1.241 0.450
H2 2.316 -2.423 0.742
H3 -2.980 -1.163 -1.348
H4 -3.465 0.799 0.610
H5 -2.354 0.014 1.590
H6 -3.722 -0.911 0.931
H7 1.334 0.668 -1.959
H8 0.518 2.316 -0.174
H9 2.189 2.456 -0.411
H10 1.485 1.476 1.034

***

In order of appearance, DFT total energy = -204157.4260; -8453.3254 eV.
In order of appearance, largest force on an atom = 0.12608; 0.06881 Eh/bohr.